DFT (the ωB97M-V functional and the def2-TZVPD basis) results for a structure of composition C29H38CuN2O2P3 in a non-equilibrium geometry.

Structure (ORCA input):
```
! RIJCOSX wB97M-V def2-TZVPD def2/J DEFGRID3
* xyz 1 2
Cu 0.55 -0.22 -0.96
P 2.41 0.62 -1.59
C 2.33 0.27 -3.37
C 1.27 -0.69 -3.69
N 0.21 -0.80 -2.84
C -0.97 -1.26 -3.29
C -1.07 -1.81 -4.57
C 0.05 -1.86 -5.40
C 1.24 -1.30 -4.95
C -2.18 -1.23 -2.34
P -2.92 0.40 -2.00
H 2.15 -1.29 -5.54
H -2.03 -2.23 -4.86
H 0.00 -2.33 -6.38
H -2.98 -1.84 -2.78
H -1.89 -1.66 -1.36
H 1.76 1.47 -4.11
H 3.29 0.07 -3.85
H 0.08 2.42 -3.37
O 1.02 2.16 -4.48
H 1.50 2.89 -4.91
H -1.99 1.46 -2.07
O -0.49 2.55 -2.50
H -0.82 3.47 -2.53
C -4.19 0.86 -3.18
H -4.73 -0.04 -3.52
H -4.90 1.57 -2.73
H -3.69 1.32 -4.04
C -3.56 0.31 -0.32
H -3.19 1.16 0.27
H -4.66 0.34 -0.38
H -3.25 -0.61 0.18
C 3.97 -0.11 -1.05
H 4.79 0.27 -1.67
H 4.14 0.12 0.01
H 3.90 -1.21 -1.17
C 2.47 2.41 -1.33
H 2.60 2.58 -0.25
H 3.32 2.85 -1.88
H 1.52 2.85 -1.65
N -0.23 0.62 0.49
P 0.05 -0.09 1.87
C -1.08 -1.46 2.23
C -2.19 -1.28 3.08
C -3.08 -2.33 3.31
C -2.88 -3.57 2.68
C -1.81 -3.73 1.79
C -0.93 -2.68 1.54
C 1.74 -0.55 2.34
C 2.65 0.47 2.68
C 3.96 0.17 3.03
C 4.39 -1.16 3.01
C 3.50 -2.18 2.65
C 2.18 -1.88 2.32
C -0.34 1.14 3.15
C -0.80 2.39 2.74
C -1.10 3.37 3.71
C -0.93 3.09 5.07
C -0.45 1.83 5.48
C -0.15 0.85 4.52
H -2.35 -0.32 3.56
H -3.92 -2.18 3.99
H -3.56 -4.40 2.88
H -1.66 -4.68 1.28
H -0.13 -2.80 0.81
H 2.31 1.51 2.71
H 4.64 0.97 3.31
H 5.42 -1.41 3.28
H 3.83 -3.22 2.63
H 1.49 -2.68 2.07
H -0.91 2.59 1.68
H -1.46 4.34 3.38
H -1.17 3.85 5.82
H -0.31 1.60 6.53
H 0.22 -0.13 4.83
*
```

Computed properties:
HOMO-LUMO gap (alpha / beta)	7.631 / 6.509	eV
DFT total energy	-110264.960	eV
<S²>	0.758